Entry from OMol25: a cluster of 7 separate species, C35H57BrN2O23PS2 in total (ωB97M-V/def2-TZVPD).

ORCA input file:
```
! wB97M-V def2-TZVPD RIJCOSX def2/J DEFGRID3
* xyz 1 1
N 8.327 -7.171 1.950
C 7.153 -7.731 1.339
O 6.209 -6.665 0.983
C 4.933 -6.973 1.043
O 4.465 -8.065 1.032
C 4.007 -5.788 0.965
C 3.310 -5.692 -0.225
C 2.474 -4.633 -0.472
C 1.766 -4.540 -1.805
O 0.395 -4.896 -1.784
C -0.034 -5.648 -0.687
C 0.323 -6.976 -0.530
C -0.151 -7.687 0.563
C -0.994 -7.075 1.480
C -1.352 -5.742 1.330
C -0.871 -5.038 0.233
N 2.322 -3.680 0.473
C 1.433 -2.539 0.194
C 2.166 -1.215 -0.160
C 3.603 -1.363 -0.714
S 4.899 -0.660 0.363
C 2.966 -3.759 1.659
Br 2.657 -2.419 2.917
C 3.813 -4.836 1.965
P 4.555 -4.977 3.650
O 5.537 -3.737 3.777
O 5.536 -6.227 3.702
S 3.237 -5.109 5.026
H 8.485 -6.218 1.654
H 8.234 -7.202 2.954
H 7.453 -8.216 0.419
H 6.707 -8.439 2.026
H 3.451 -6.433 -0.991
H 1.823 -3.506 -2.144
H 2.336 -5.138 -2.512
H 0.967 -7.438 -1.266
H 0.153 -8.715 0.666
H -1.376 -7.645 2.311
H -2.014 -5.249 2.023
H -1.168 -4.008 0.110
H 0.735 -2.764 -0.598
H 0.828 -2.386 1.079
H 2.107 -0.546 0.686
H 1.578 -0.742 -0.941
H 3.654 -0.789 -1.631
H 3.860 -2.386 -0.969
H 4.176 0.279 0.984
H 6.265 -3.828 3.139
H 5.021 -7.046 3.748
C -3.855 -2.385 5.795
O -5.067 -3.132 5.887
C -5.119 -4.203 5.098
O -4.251 -4.569 4.346
O -6.291 -4.799 5.285
C -6.493 -5.975 4.498
H -3.954 -1.552 6.485
H -3.003 -2.997 6.088
H -3.715 -2.003 4.785
H -5.748 -6.731 4.739
H -6.459 -5.737 3.436
H -7.480 -6.349 4.751
C -1.037 3.574 -2.702
O -0.516 2.865 -1.567
C 0.186 3.626 -0.730
O 0.399 4.799 -0.859
O 0.611 2.861 0.281
C 1.370 3.573 1.265
H -1.583 2.851 -3.303
H -1.717 4.360 -2.382
H -0.228 3.992 -3.298
H 0.769 4.356 1.724
H 2.268 4.001 0.822
H 1.651 2.848 2.024
C -4.807 4.003 -5.699
O -3.461 4.478 -5.612
C -3.129 5.363 -6.554
O -3.849 5.767 -7.425
O -1.861 5.722 -6.352
C -1.367 6.683 -7.291
H -4.939 3.299 -4.882
H -5.512 4.824 -5.585
H -4.974 3.493 -6.646
H -1.942 7.604 -7.234
H -1.398 6.282 -8.302
H -0.337 6.883 -7.012
C -0.896 7.188 2.577
O -0.367 6.382 3.637
C 0.361 7.058 4.526
O 0.592 8.237 4.499
O 0.791 6.198 5.450
C 1.589 6.795 6.476
H -1.460 6.523 1.930
H -1.560 7.955 2.968
H -0.091 7.644 2.005
H 1.018 7.545 7.019
H 2.487 7.242 6.053
H 1.869 5.995 7.154
C -4.971 -1.789 -4.646
O -3.771 -1.008 -4.608
C -3.185 -0.961 -3.418
O -3.566 -1.502 -2.414
O -2.087 -0.206 -3.523
C -1.367 -0.065 -2.301
H -5.337 -1.740 -5.667
H -4.762 -2.825 -4.387
H -5.718 -1.376 -3.973
H -1.029 -1.039 -1.943
H -1.979 0.424 -1.546
H -0.503 0.560 -2.504
C 0.823 8.066 -1.933
O -0.008 8.979 -2.657
C -1.262 9.021 -2.213
O -1.713 8.336 -1.332
O -1.927 9.937 -2.914
C -3.298 10.084 -2.540
H 1.808 8.109 -2.389
H 0.898 8.367 -0.890
H 0.439 7.051 -2.003
H -3.382 10.399 -1.502
H -3.841 9.153 -2.695
H -3.712 10.853 -3.185
*
```

Entry from OMol25: a structure of composition C36H35CdCl2F5N4O2S5SeSi2Te (ωB97M-V/def2-TZVPD).

ORCA input file:
```
! wB97M-V def2-TZVPD RIJCOSX def2/J DEFGRID3
* xyz -2 1
Cd 1.071 -0.359 0.770
Cl 1.111 -6.547 -2.628
C 1.272 -4.856 -2.268
C 1.236 -4.432 -0.954
C 1.351 -3.078 -0.631
N 1.254 -2.598 0.652
C 1.430 -3.341 1.739
O 1.843 -4.504 1.833
C 1.060 -2.614 3.008
C 1.520 -3.119 4.223
C 1.136 -2.510 5.400
C 0.293 -1.410 5.324
C -0.082 -0.954 4.071
N 0.279 -1.538 2.939
C 1.490 -2.120 -1.681
C 1.540 -2.584 -2.997
C 1.435 -3.932 -3.285
Cl 1.521 -4.449 -4.938
N 1.527 -0.794 -1.324
C 1.952 0.183 -2.123
O 2.435 0.086 -3.253
C 1.827 1.568 -1.520
C 2.047 2.665 -2.354
C 1.889 3.942 -1.854
C 1.556 4.091 -0.516
C 1.393 2.950 0.248
N 1.515 1.722 -0.234
H 1.126 -5.157 -0.164
H 2.172 -3.979 4.200
H 1.485 -2.879 6.355
H -0.053 -0.906 6.213
H -0.700 -0.073 3.957
H 1.683 -1.880 -3.801
H 2.316 2.484 -3.383
H 2.000 4.809 -2.490
H 1.404 5.070 -0.084
H 1.142 3.028 1.299
C -4.502 1.600 -2.601
S -4.535 2.429 -0.978
C -3.440 3.756 -1.304
C -2.117 3.587 -1.580
S -1.289 2.138 -1.672
S -1.282 5.145 -1.923
C -2.636 6.209 -1.689
S -2.532 7.844 -1.824
S -4.107 5.381 -1.314
H -4.949 0.621 -2.473
H -3.459 1.508 -2.892
H -5.067 2.190 -3.316
F 6.844 4.162 0.778
C 5.896 3.369 1.316
C 5.441 3.603 2.611
F 5.963 4.616 3.332
C 4.465 2.798 3.159
F 4.055 3.042 4.416
C 3.893 1.733 2.450
Se 2.563 0.657 3.165
C 4.393 1.505 1.160
F 3.901 0.447 0.475
C 5.365 2.306 0.589
F 5.817 2.065 -0.653
C -3.319 4.479 4.134
Si -1.540 4.476 3.419
C -0.412 5.427 4.640
C -1.641 5.368 1.745
C -0.822 2.718 3.256
Te -1.805 1.529 1.697
C -3.246 0.910 3.232
Si -4.792 -0.003 2.620
C -4.363 -1.221 1.225
C -6.127 1.246 2.073
C -5.532 -0.980 4.097
H -3.637 5.496 4.349
H -3.404 3.910 5.056
H -4.021 4.065 3.416
H -0.642 6.488 4.650
H 0.633 5.316 4.369
H -0.530 5.050 5.652
H -2.053 6.367 1.843
H -2.290 4.810 1.078
H -0.675 5.459 1.262
H -0.914 2.166 4.189
H 0.241 2.756 3.032
H -3.532 1.826 3.737
H -2.720 0.292 3.955
H -4.139 -0.670 0.316
H -5.176 -1.909 1.008
H -3.485 -1.810 1.476
H -5.716 1.947 1.355
H -6.511 1.817 2.915
H -6.967 0.743 1.602
H -4.818 -1.676 4.523
H -6.398 -1.553 3.784
H -5.856 -0.319 4.894
*
```

Summary:
**ΔE to the lowest compared entry with this formula, charge and spin**: 27.76 kcal/mol

Entry from OMol25: a cluster of 4 separate species, H8O4 in total (ωB97M-V/def2-TZVPD).

ORCA input file:
```
! wB97M-V def2-TZVPD RIJCOSX def2/J DEFGRID3
* xyz 0 1
O 45.620 29.328 23.099
H 45.896 28.399 22.618
H 46.339 29.947 23.069
O 42.689 24.734 24.491
H 43.491 24.559 24.135
H 42.956 25.487 24.879
O 45.385 28.445 27.482
H 45.734 27.619 27.868
H 45.224 28.368 26.446
O 44.350 27.670 25.003
H 43.480 27.788 25.282
H 44.600 28.255 24.235
*
```

Summary:
**SMILES**: O.O.O.O
**ΔE to the lowest compared entry with this formula, charge and spin**: 42.22 kcal/mol

Entry from OMol25: a cluster of 5 separate species, C56H62N2O13S in total (ωB97M-V/def2-TZVPD).

ORCA input file:
```
! wB97M-V def2-TZVPD RIJCOSX def2/J DEFGRID3
* xyz 0 1
C 2.628 0.232 3.680
C 1.613 -0.224 4.753
O 0.266 -0.122 4.313
C -0.346 -1.392 4.132
C 0.421 -2.299 3.155
O -0.482 -2.969 2.243
C 0.087 -2.927 0.978
C 1.041 -3.843 0.607
C 1.614 -3.778 -0.643
C 1.232 -2.776 -1.516
C 0.286 -1.872 -1.110
C -0.323 -1.913 0.136
N -1.312 -0.966 0.546
N -2.496 -1.337 -0.235
C -3.459 -1.736 0.507
C -3.896 -1.022 1.787
C -4.257 -2.956 0.115
C -0.898 0.389 0.280
C -1.012 1.335 1.267
C -0.596 2.626 1.041
C -0.050 3.019 -0.154
C 0.432 4.455 -0.336
O 0.344 5.147 0.911
C 1.614 5.485 1.443
C 2.555 4.281 1.668
C 0.077 2.076 -1.172
C 0.707 2.404 -2.526
C 2.128 1.757 -2.629
C 2.960 1.936 -1.351
C 4.449 1.539 -1.557
C 5.228 1.987 -0.288
C 6.753 1.900 -0.459
C 7.268 0.446 -0.298
C 7.686 -0.117 -1.679
O 7.376 -1.516 -1.823
C 6.227 -1.707 -2.550
C 5.092 -2.396 -1.787
O 6.097 -1.402 -3.714
C -0.355 0.784 -0.932
S -0.221 -0.521 -2.148
H 3.120 -0.601 3.165
H 3.387 0.882 4.129
H 2.114 0.843 2.927
H 1.731 0.472 5.597
H 1.859 -1.212 5.164
H -1.341 -1.206 3.710
H -0.537 -1.866 5.117
H 1.048 -3.018 3.697
H 1.045 -1.636 2.545
H 1.369 -4.617 1.296
H 2.388 -4.466 -0.971
H 1.658 -2.675 -2.511
H -4.096 0.020 1.520
H -3.127 -1.097 2.560
H -4.841 -1.454 2.128
H -4.031 -3.705 0.883
H -5.334 -2.751 0.122
H -3.986 -3.306 -0.883
H -1.438 1.026 2.218
H -0.698 3.306 1.880
H 1.429 4.518 -0.786
H -0.283 4.947 -1.011
H 2.131 6.259 0.854
H 1.426 5.939 2.424
H 3.088 4.336 2.622
H 3.311 4.274 0.875
H 2.043 3.315 1.630
H 0.088 1.942 -3.304
H 0.751 3.475 -2.739
H 2.079 0.694 -2.874
H 2.645 2.261 -3.458
H 2.971 3.013 -1.127
H 2.603 1.347 -0.500
H 4.464 0.443 -1.636
H 4.872 2.025 -2.444
H 4.923 3.025 -0.111
H 4.859 1.364 0.538
H 7.024 2.370 -1.411
H 7.196 2.489 0.356
H 8.124 0.428 0.387
H 6.503 -0.184 0.173
H 7.181 0.481 -2.444
H 8.762 0.027 -1.813
H 5.199 -3.481 -1.891
H 5.159 -2.105 -0.733
H 4.127 -2.084 -2.187
O -5.190 -1.038 -4.590
C -4.489 -0.064 -4.784
C -3.535 0.423 -3.759
C -2.774 1.492 -3.980
C -2.846 2.239 -5.258
O -2.151 3.212 -5.460
C -3.801 1.751 -6.284
C -4.562 0.683 -6.063
H -3.492 -0.136 -2.830
H -2.072 1.864 -3.244
H -3.840 2.309 -7.211
H -5.264 0.310 -6.798
O -6.658 -4.674 -1.294
C -6.505 -4.865 -2.483
C -6.658 -6.220 -3.068
C -6.490 -6.431 -4.370
C -6.144 -5.320 -5.292
O -5.995 -5.516 -6.480
C -5.990 -3.966 -4.707
C -6.158 -3.755 -3.404
H -6.912 -7.016 -2.379
H -6.597 -7.412 -4.816
H -5.738 -3.170 -5.393
H -6.050 -2.774 -2.962
O 0.122 -3.155 6.900
C 0.506 -4.302 6.791
C 1.120 -5.016 7.937
C 1.544 -6.272 7.821
C 1.419 -7.014 6.542
O 1.803 -8.158 6.438
C 0.803 -6.300 5.396
C 0.379 -5.044 5.511
H 1.202 -4.460 8.862
H 1.995 -6.809 8.646
H 0.719 -6.857 4.471
H -0.075 -4.511 4.686
O -2.814 4.939 -0.470
C -3.092 6.109 -0.307
C -4.409 6.650 -0.726
C -4.714 7.933 -0.552
C -3.752 8.877 0.069
O -4.033 10.046 0.228
C -2.436 8.335 0.487
C -2.128 7.052 0.314
H -5.098 5.946 -1.176
H -5.669 8.347 -0.851
H -1.748 9.040 0.937
H -1.171 6.638 0.615
*
```

Summary:
**SMILES**: CCOCCOc1cccc2c1N(N=C(C)C)c1ccc(COCC)c(CCCCCCCCOC(C)=O)c1S2.O=C1C=CC(=O)C=C1.O=C1C=CC(=O)C=C1.O=C1C=CC(=O)C=C1.O=C1C=CC(=O)C=C1

Entry from OMol25: a structure of composition C35H39ClN6O7Tl (ωB97M-V/def2-TZVPD).

ORCA input file:
```
! wB97M-V def2-TZVPD RIJCOSX def2/J DEFGRID3
* xyz 1 1
Tl 0.054 1.603 1.590
O 1.335 4.656 -2.950
C 0.589 4.025 -2.043
O 0.572 2.829 -1.901
C -0.244 4.988 -1.239
C -0.464 6.281 -1.697
C -1.282 7.103 -0.947
C -1.818 6.617 0.231
C -1.505 5.323 0.634
N -0.746 4.519 -0.103
C -2.003 4.741 1.947
O -2.795 5.516 2.691
O -1.735 3.643 2.360
H 1.867 4.013 -3.437
H -0.013 6.620 -2.618
H -1.499 8.111 -1.275
H -2.466 7.261 0.811
H -2.959 6.384 2.312
C -4.541 0.624 2.949
C -3.692 0.038 4.022
O -2.366 0.328 4.048
C -4.013 -0.773 5.054
C -2.822 -0.991 5.770
C -2.553 -1.783 6.991
N -1.844 -0.334 5.174
N -0.602 -0.289 5.643
C 0.509 0.206 5.071
O 0.687 0.748 3.957
C 1.700 0.041 5.966
C 2.930 0.505 5.511
C 4.065 0.368 6.295
C 3.978 -0.231 7.543
C 2.754 -0.698 8.003
C 1.619 -0.567 7.218
H -4.978 -0.167 2.341
H -3.952 1.274 2.314
H -5.352 1.197 3.397
H -4.988 -1.167 5.291
H -3.465 -2.258 7.343
H -2.150 -1.136 7.774
H -1.796 -2.542 6.785
H 2.980 0.971 4.536
H 5.020 0.728 5.933
H 4.862 -0.333 8.160
H 2.685 -1.169 8.976
H 0.665 -0.938 7.565
C 0.952 -3.899 -1.432
C 0.448 -3.886 -2.882
C -0.818 -4.753 -2.972
C 1.523 -4.577 -3.739
C 0.148 -2.435 -3.422
O -0.043 -2.463 -4.830
C 1.194 -1.368 -3.011
C 2.525 -1.269 -3.784
C 2.403 -0.663 -5.165
C 1.937 0.639 -5.326
C 1.810 1.209 -6.582
C 2.160 0.470 -7.702
Cl 2.006 1.177 -9.277
C 2.637 -0.822 -7.571
C 2.758 -1.377 -6.304
C -1.245 -1.879 -3.009
N -1.427 -1.483 -1.619
C -1.069 -0.335 -1.036
N -1.376 -0.363 0.249
C -1.945 -1.593 0.399
N -1.999 -2.298 -0.707
H 1.020 -4.936 -1.095
H 0.278 -3.384 -0.749
H 1.950 -3.461 -1.343
H -0.550 -5.800 -2.812
H -1.277 -4.673 -3.961
H -1.547 -4.481 -2.209
H 1.667 -5.592 -3.366
H 2.489 -4.079 -3.674
H 1.224 -4.658 -4.786
H 0.780 -2.703 -5.265
H 1.421 -1.493 -1.952
H 0.713 -0.392 -3.120
H 3.022 -2.233 -3.857
H 3.180 -0.629 -3.189
H 1.663 1.220 -4.450
H 1.442 2.220 -6.701
H 2.913 -1.390 -8.450
H 3.147 -2.387 -6.205
H -2.018 -2.597 -3.253
H -1.396 -0.998 -3.630
H -0.608 0.498 -1.548
H -2.319 -1.970 1.339
*
```

Summary:
**ΔE to the lowest compared entry with this formula, charge and spin**: 30.61 kcal/mol

Entry from OMol25: a structure of composition C5H7N (ωB97M-V/def2-TZVPD).

ORCA input file:
```
! wB97M-V def2-TZVPD RIJCOSX def2/J DEFGRID3
* xyz 0 1
N -2.207 0.559 0.851
C -1.506 1.425 1.271
C -0.535 0.659 0.044
C 0.852 0.360 0.620
C 1.024 -0.666 -0.523
C -0.516 -0.733 -0.616
H -0.526 1.451 -0.705
H 1.539 1.205 0.706
H 0.767 -0.141 1.588
H 1.471 -0.215 -1.414
H 1.554 -1.593 -0.288
H -0.918 -1.491 0.059
H -0.999 -0.821 -1.592
*
```

Summary:
**ΔE to the lowest compared entry with this formula, charge and spin**: 79.83 kcal/mol

Entry from OMol25: the molecule C2H5N3OS2 (ωB97M-V/def2-TZVPD).

ORCA input file:
```
! wB97M-V def2-TZVPD RIJCOSX def2/J DEFGRID3
* xyz 0 1
O -1.663 -0.262 1.638
N -0.695 0.733 1.854
C -0.092 0.957 0.782
N -0.348 0.345 -0.439
S -1.906 0.606 -1.152
C 0.574 -0.124 -1.368
N 1.754 -0.610 -1.230
S 2.419 -0.910 0.287
H -2.146 -0.285 2.482
H 0.643 1.737 0.750
H -2.262 -0.680 -1.008
H 0.172 -0.127 -2.366
H 3.552 -1.379 -0.230
*
```

Summary:
**SMILES**: O/N=C\N(S)/C=N\S
**ΔE to the lowest compared entry with this formula, charge and spin**: 75.92 kcal/mol

no.,HOMO energy (Eh)
1,-0.43610
2,-0.09562
3,-0.38938
4,-0.29218
5,-0.38233
6,-0.39612
7,-0.30945